A structure of composition C34H31B2F3N14O2Tl at a distorted geometry, computed with ωB97M-V with the def2-TZVPD basis set.

```
87
C34H31B2F3N14O2Tl ωB97M-V with the def2-TZVPD basis set
Tl 0.44104 0.98373 0.47181
C 3.09562 3.36594 -2.47205
C 1.90890 3.07174 -1.80290
N 2.13273 2.19788 -0.83457
N 3.44205 1.90893 -0.84506
C 4.04213 2.59890 -1.82953
B 3.93510 0.89376 0.20817
N 3.26733 -0.45929 -0.13339
C 3.86616 -1.60555 -0.48686
C 2.89174 -2.52695 -0.80519
C 1.69611 -1.84519 -0.62169
N 1.94125 -0.60585 -0.21886
N 3.44246 1.38559 1.58650
C 4.19435 1.87371 2.58430
C 3.37398 2.14814 3.65570
C 2.10210 1.79976 3.21855
N 2.16136 1.34996 1.97215
N 5.43147 0.65322 0.33191
C 6.55815 1.08509 -0.27960
C 7.63734 0.46295 0.30101
C 7.07069 -0.35300 1.29033
N 5.76265 -0.22748 1.29433
H 3.25218 4.03058 -3.29837
H 0.92836 3.45685 -1.99195
H 5.08703 2.51546 -2.03965
H 4.93037 -1.71191 -0.49160
H 3.02249 -3.53976 -1.12421
H 0.69332 -2.19282 -0.77203
H 5.25362 2.00099 2.49689
H 3.64950 2.53907 4.61248
H 1.18353 1.86259 3.76134
H 6.55790 1.80440 -1.06943
H 8.66923 0.58633 0.03807
H 7.55206 -1.01276 1.98726
B -2.19552 2.84293 -1.16447
N -1.23463 3.67951 -0.30632
C -1.30111 5.00592 -0.13973
C -0.29910 5.39653 0.72685
C 0.34603 4.21013 1.06139
N -0.23699 3.19252 0.43363
N -1.45609 1.83438 -2.04897
C -1.86640 1.43848 -3.26010
C -1.06305 0.39657 -3.68116
C -0.16655 0.21392 -2.63243
N -0.42528 1.08633 -1.66192
H -2.82935 3.58068 -1.84997
H -2.91269 2.21498 -0.43570
H -2.04408 5.58772 -0.64677
H -0.05547 6.38405 1.06136
H 1.18795 4.05929 1.70878
H -2.68639 1.92438 -3.75131
H -1.10883 -0.15667 -4.59761
H 0.64085 -0.48504 -2.54480
F -0.95644 2.37423 3.09627
C -1.02095 1.13978 2.52148
F -2.32851 0.98123 2.19676
F -0.80638 0.27388 3.53521
O 0.28404 -1.65730 1.88219
C -0.77210 -1.69285 1.29112
N -1.72757 -2.65686 1.34009
C -2.83208 -2.35745 0.45976
C -2.40348 -0.93099 -0.06133
O -3.10444 -0.26144 -0.77797
N -1.17910 -0.71757 0.39702
C -2.84506 -3.19271 -0.79693
C -3.83467 -2.95327 -1.74616
C -3.84597 -3.66542 -2.92910
C -2.87569 -4.62522 -3.17272
C -1.88959 -4.86553 -2.23161
C -1.86748 -4.14689 -1.04999
C -4.16304 -2.39548 1.16688
C -4.74340 -3.64387 1.37056
C -5.96237 -3.75209 2.00974
C -6.61382 -2.61317 2.45263
C -6.03071 -1.37139 2.26949
C -4.80657 -1.25894 1.63206
H -1.73346 -3.39966 2.01796
H -4.57756 -2.19479 -1.55749
H -4.60789 -3.46872 -3.66789
H -2.88054 -5.17986 -4.09923
H -1.12959 -5.61298 -2.41200
H -1.09805 -4.33415 -0.31557
H -4.23366 -4.52869 1.01681
H -6.40572 -4.72709 2.15388
H -7.57517 -2.69644 2.93774
H -6.53396 -0.48304 2.62042
H -4.36664 -0.28682 1.48529
```

Calculated values
Kohn-Sham gap (alpha / beta), eV: 9.0 / 5.0
Charge: 0
Energy above the lowest of the compared OMol25 structures with the same formula, charge and spin, eV: 0.479
2S+1: 2

An isolated molecule of C5H9N at a distorted geometry, computed with ωB97M-V with the def2-TZVPD basis set.

```
15
C5H9N ωB97M-V with the def2-TZVPD basis set
N 1.06999 2.73772 -0.21244
C 1.17858 1.31782 -0.08018
C 0.50434 0.40408 -0.76743
C 0.03744 -0.88531 -0.20566
C -1.16476 -1.10610 0.29558
C -1.60748 -2.49406 0.71822
H 1.14283 3.20222 0.68702
H 1.88506 3.15617 -0.66501
H 1.67094 1.00086 0.84215
H 0.10271 0.67187 -1.73808
H 0.72228 -1.73369 -0.27043
H -1.81340 -0.24904 0.45385
H -1.17364 -3.18430 0.00109
H -2.68332 -2.55427 0.57224
H -1.33469 -2.67336 1.75412
```

Calculated values
Kohn-Sham gap, eV: 9.9
Charge: 0
Energy above the lowest of the compared OMol25 structures with the same formula, charge and spin, eV: 1.886
SMILES: C/C=C/C=C/N
2S+1: 1

A cluster of 5 separate species, C31H71O5S in total at a distorted geometry, computed with ωB97M-V with the def2-TZVPD basis set.

```
108
C31H71O5S ωB97M-V with the def2-TZVPD basis set
C 1.28795 0.57820 -0.01398
O 0.53832 1.80916 0.16658
C -0.69391 1.69513 -0.59303
C -1.69396 2.90679 -0.37146
C -3.10215 2.63324 -1.12892
C -4.32226 3.01510 -0.17435
C -5.13658 1.77254 0.40166
C -4.24626 0.55902 0.91534
O -4.79075 -0.73066 0.48173
S -4.38269 -1.03030 -1.11154
O -2.90244 -0.92234 -1.38516
O -4.77457 -2.47873 -1.38048
O -5.24716 -0.13024 -2.15794
H 1.81658 0.64153 -1.02246
H 0.61465 -0.34059 -0.03730
H 2.02554 0.40484 0.83666
H -1.21837 0.74971 -0.22969
H -0.41834 1.58029 -1.69960
H -1.85439 3.16009 0.72970
H -1.19763 3.83417 -0.82849
H -3.09196 3.31608 -2.03217
H -3.13954 1.55462 -1.47159
H -5.06080 3.60504 -0.82526
H -4.04194 3.74460 0.66377
H -5.71338 2.15851 1.31622
H -5.94409 1.47556 -0.34584
H -4.31345 0.52168 2.05756
H -3.14506 0.63069 0.66987
C 7.81502 1.66570 3.33619
C 6.99012 2.93499 3.16620
C 5.48313 2.67755 3.12730
C 4.99827 1.81139 1.96162
C 5.34515 2.33482 0.56772
C 4.71463 3.68622 0.25614
H 7.68140 0.98295 2.49410
H 8.87786 1.91258 3.39627
H 7.53704 1.14036 4.25382
H 7.31225 3.46484 2.26464
H 7.20480 3.60225 4.00744
H 4.96394 3.64105 3.10609
H 5.18153 2.19552 4.06422
H 3.91044 1.70689 2.04032
H 5.40443 0.79969 2.06676
H 4.99122 1.60930 -0.17228
H 6.43077 2.39822 0.44027
H 3.62583 3.63561 0.33740
H 4.96279 3.99211 -0.76325
H 5.07576 4.46545 0.93156
C -3.28987 -8.00530 -5.12084
C -2.99808 -6.69863 -5.84782
C -2.04549 -5.77874 -5.08282
C -2.55734 -5.29104 -3.72406
C -3.88895 -4.54015 -3.75686
C -3.83755 -3.25367 -4.56742
H -3.79298 -7.83162 -4.16728
H -3.94204 -8.63795 -5.72821
H -2.36636 -8.55830 -4.92791
H -3.93702 -6.18178 -6.06608
H -2.54550 -6.93582 -6.81695
H -1.80992 -4.91601 -5.71430
H -1.09536 -6.30401 -4.92622
H -1.79451 -4.64003 -3.28259
H -2.65266 -6.14442 -3.04357
H -4.16920 -4.28937 -2.72995
H -4.68455 -5.18634 -4.14411
H -3.07691 -2.57792 -4.16900
H -4.80210 -2.74384 -4.51979
H -3.61398 -3.44411 -5.62172
C 10.53048 -4.00651 -0.40518
C 10.83062 -2.70838 -1.14402
C 11.79634 -1.79162 -0.39150
C 11.29693 -1.28895 0.96582
C 9.97220 -0.52621 0.93330
C 10.03222 0.75452 0.11060
H 10.03407 -3.82115 0.54991
H 9.86949 -4.63714 -1.00377
H 11.44953 -4.56660 -0.21302
H 9.89519 -2.18441 -1.36142
H 11.27537 -2.95703 -2.11304
H 12.03670 -0.93606 -1.03103
H 12.74164 -2.32409 -0.23581
H 12.06857 -0.64165 1.39831
H 11.19713 -2.13543 1.65321
H 9.69860 -0.26464 1.96060
H 9.16960 -1.16721 0.55584
H 10.80139 1.42916 0.49593
H 9.07296 1.27657 0.15489
H 10.24782 0.54946 -0.94044
C -8.73572 2.46716 0.89734
C -8.64914 3.39477 2.10258
C -8.66362 2.65323 3.44018
C -9.93697 1.85458 3.73117
C -11.23419 2.66361 3.71384
C -11.28053 3.75457 4.77638
H -9.67527 1.90974 0.88409
H -8.68143 3.04572 -0.02754
H -7.91102 1.75211 0.89780
H -9.46048 4.12849 2.06158
H -7.71647 3.96454 2.03403
H -8.49607 3.37792 4.24418
H -7.81047 1.96635 3.47355
H -9.82839 1.37910 4.71291
H -10.02523 1.03542 3.01049
H -12.07141 1.97828 3.88454
H -11.39672 3.10623 2.72651
H -11.16054 3.32948 5.77639
H -12.24236 4.27286 4.74350
H -10.49816 4.50106 4.62246
```

Calculated values
Kohn-Sham gap, eV: 7.4
Charge: -1
2S+1: 1